Entry 1:
# C6H20N4OP2

A structure of composition C6H20N4OP2 at a distorted geometry (wB97M-V/def2-TZVPD, the Open Molecules 2025 dataset).

Cartesian coordinates (Å):
C  -0.798  0.688  -2.558
C  -2.179  -0.540  -1.112
C  -0.018  -2.411  0.320
C  0.996  -0.866  2.065
C  -1.296  1.606  1.359
C  1.024  2.229  1.491
N  3.492  -2.534  -0.477
N  -0.821  -0.110  -1.381
N  0.044  -1.086  1.003
N  -0.017  1.602  0.667
O  1.673  0.143  -0.795
P  3.205  -1.420  -1.394
P  0.370  0.154  -0.116
H  0.131  1.186  -2.610
H  -1.026  0.140  -3.442
H  -1.504  1.479  -2.423
H  -2.510  -1.061  -2.058
H  -2.077  -1.078  -0.209
H  -2.798  0.362  -1.082
H  0.077  -2.261  -0.821
H  0.896  -2.968  0.537
H  -0.961  -3.072  0.495
H  1.495  -1.825  2.357
H  1.773  -0.218  1.647
H  0.589  -0.290  2.861
H  -1.352  1.479  2.395
H  -1.588  2.646  1.233
H  -2.034  0.894  0.783
H  2.029  2.299  1.079
H  0.719  3.195  1.773
H  1.262  1.568  2.411
H  3.950  -0.204  -1.762
H  2.468  -1.497  -2.735

Values from the calculation:
Lowest unoccupied orbital energy: 0.68 eV
Strongest force on any atom: 4.39 eV Å⁻¹
Total charge: 0
Energy above the lowest of the compared OMol25 structures with the same formula, charge and spin: 68.3 kcal/mol
HOMO: -8.276 eV
Calculated total energy: -1217.45606 Eh

natural (NBO) atomic charge list, values in e, 5 entries: -0.40 -0.41 -0.45 -0.42 -0.42



Entry 2:
# C23H87O25P2S2

A cluster of 21 separate species, C23H87O25P2S2 in total at a distorted geometry (wB97M-V/def2-TZVPD, the Open Molecules 2025 dataset).

Cartesian coordinates (Å):
O  4.226  -0.708  -3.263
C  3.162  -1.230  -3.459
C  2.138  -1.406  -2.342
P  1.375  -3.102  -2.558
S  -0.102  -2.173  -3.988
C  -0.141  -3.701  -1.598
O  -0.409  -4.895  -1.599
O  -0.810  -2.811  -1.042
P  2.838  -4.001  -1.069
O  4.346  -3.680  -1.680
O  2.850  -3.206  0.345
S  2.697  -5.911  -0.852
H  2.873  -1.599  -4.462
H  1.375  -0.642  -2.464
H  2.669  -1.281  -1.401
H  1.859  -3.946  -3.582
H  0.025  -2.771  -5.190
H  4.318  -3.970  -2.597
H  2.033  -3.390  0.822
C  -2.697  0.493  -1.821
O  -1.544  0.482  -0.980
H  -2.806  1.490  -2.243
H  -2.565  -0.230  -2.628
H  -3.591  0.245  -1.247
H  -1.463  -0.413  -0.622
C  -1.097  1.876  1.640
O  -1.528  2.916  2.537
H  -0.635  2.333  0.773
H  -0.370  1.235  2.138
H  -1.955  1.286  1.321
H  -1.933  2.485  3.293
C  2.790  1.501  3.348
O  2.172  1.284  2.078
H  2.444  0.736  4.037
H  3.878  1.432  3.252
H  2.513  2.486  3.735
H  2.491  1.969  1.486
C  0.481  -0.003  6.437
O  1.805  -0.276  5.976
H  -0.184  0.024  5.577
H  0.150  -0.780  7.120
H  0.454  0.967  6.945
H  2.380  -0.296  6.749
C  -7.079  -0.197  -1.974
O  -5.942  -0.213  -1.123
H  -7.179  0.804  -2.389
H  -6.955  -0.913  -2.791
H  -7.985  -0.442  -1.410
H  -5.861  -1.101  -0.764
C  4.623  -2.285  7.850
O  4.344  -0.883  7.781
H  3.856  -2.819  7.297
H  5.598  -2.493  7.405
H  4.614  -2.615  8.890
H  5.030  -0.428  8.274
C  -4.145  -3.847  0.042
O  -3.290  -2.741  -0.164
H  -5.161  -3.477  0.198
H  -4.137  -4.506  -0.834
H  -3.837  -4.415  0.926
H  -2.378  -3.094  -0.303
C  6.470  0.744  4.176
O  5.925  1.800  4.972
H  7.028  1.184  3.354
H  7.143  0.130  4.782
H  5.667  0.127  3.771
H  5.433  1.396  5.690
C  -2.335  0.599  8.930
O  -1.741  -0.573  8.376
H  -1.820  1.467  8.526
H  -3.394  0.652  8.661
H  -2.230  0.590  10.018
H  -2.203  -1.331  8.740
C  -4.737  2.069  2.546
O  -4.554  1.184  3.656
H  -4.487  1.533  1.635
H  -5.779  2.399  2.497
H  -4.078  2.933  2.648
H  -4.778  1.672  4.451
C  5.705  -8.821  -0.985
O  5.448  -7.432  -1.129
H  4.989  -9.362  -1.599
H  6.719  -9.064  -1.320
H  5.583  -9.128  0.058
H  6.080  -6.960  -0.583
C  -4.556  1.595  -4.861
O  -3.138  1.483  -4.829
H  -4.959  0.697  -5.322
H  -4.955  1.687  -3.846
H  -4.851  2.468  -5.453
H  -2.799  2.281  -4.419
C  -4.415  2.251  -9.146
O  -4.038  0.970  -8.637
H  -4.866  2.121  -10.123
H  -5.144  2.715  -8.474
H  -3.540  2.891  -9.241
H  -3.641  1.112  -7.772
C  9.593  3.241  2.845
O  8.419  4.005  2.591
H  10.394  3.627  2.220
H  9.880  3.336  3.896
H  9.421  2.190  2.599
H  7.718  3.655  3.149
C  5.181  -0.960  0.178
O  6.263  -0.948  1.119
H  5.107  0.026  -0.274
H  5.369  -1.701  -0.598
H  4.248  -1.195  0.691
H  6.311  -1.824  1.508
C  -5.209  2.216  -13.148
O  -4.035  2.207  -12.342
H  -5.333  3.220  -13.540
H  -5.114  1.511  -13.979
H  -6.080  1.957  -12.541
H  -3.937  1.317  -11.994
C  -3.880  6.150  -9.061
O  -4.361  5.111  -9.910
H  -4.256  5.968  -8.058
H  -2.787  6.148  -9.039
H  -4.236  7.124  -9.405
H  -4.021  5.277  -10.795
C  -7.134  6.251  -12.682
O  -6.761  4.954  -12.233
H  -7.634  6.148  -13.641
H  -7.820  6.720  -11.970
H  -6.250  6.884  -12.806
H  -6.318  5.057  -11.383
C  3.329  -4.949  10.139
O  4.646  -5.228  9.671
H  2.658  -4.909  9.285
H  2.991  -5.733  10.822
H  3.313  -3.984  10.654
H  5.219  -5.256  10.440
C  0.976  1.422  10.321
O  0.149  1.569  11.476
H  0.401  0.911  9.553
H  1.281  2.404  9.951
H  1.860  0.825  10.564
H  0.666  2.020  12.147

Values from the calculation:
Lowest unoccupied orbital energy: 1.48 eV
Strongest force on any atom: 2.34 eV Å⁻¹
Total charge: -1
HOMO: -4.848 eV
Calculated total energy: -4288.30841 Eh

Löwdin atomic charge list, values in e, 5 entries: 0.04 -0.35 -0.33 0.59 0.42



Entry 3:
# C3H5P

A structure of composition C3H5P at a distorted geometry (wB97M-V/def2-TZVPD, the Open Molecules 2025 dataset).

Cartesian coordinates (Å):
C  0.592  -1.099  0.069
C  -0.530  -0.216  -0.179
C  0.220  1.083  0.010
P  1.806  0.072  0.236
H  0.588  -2.175  0.126
H  -1.116  -0.338  -1.082
H  -1.735  -0.724  0.811
H  0.202  1.724  -0.875
H  -0.028  1.672  0.885

Values from the calculation:
Lowest unoccupied orbital energy: 0.05 eV
Strongest force on any atom: 4.39 eV Å⁻¹
Total charge: 0
Energy above the lowest of the compared OMol25 structures with the same formula, charge and spin: 35.5 kcal/mol
HOMO: -8.744 eV
Calculated total energy: -458.52486 Eh

natural (NBO) atomic charge list, values in e, 5 entries: -0.56 -0.32 -0.71 0.60 0.22



Entry 4:
# C17H22BeCl2N3O6S

A structure of composition C17H22BeCl2N3O6S at a distorted geometry (wB97M-V/def2-TZVPD, the Open Molecules 2025 dataset).

Cartesian coordinates (Å):
Be  -0.362  0.739  -0.110
C  2.034  -6.582  1.992
C  2.235  -5.418  1.062
C  1.358  -5.173  0.011
C  1.524  -4.071  -0.810
C  2.594  -3.207  -0.591
C  3.471  -3.429  0.467
C  3.302  -4.540  1.269
S  2.403  -1.568  -1.209
O  3.655  -0.860  -1.205
O  1.646  -1.605  -2.424
N  1.435  -0.849  -0.019
C  2.070  -0.508  1.232
C  1.305  0.658  1.912
O  1.577  0.913  3.075
O  0.448  1.267  1.177
H  1.112  -7.113  1.759
H  1.977  -6.234  3.024
H  2.868  -7.283  1.921
H  0.516  -5.836  -0.144
H  0.848  -3.846  -1.623
H  4.262  -2.714  0.652
H  3.982  -4.721  2.093
H  3.087  -0.183  1.016
H  2.100  -1.353  1.926
N  -0.866  2.031  -0.941
C  -0.429  3.107  -1.309
N  -0.141  4.353  -0.895
C  -0.470  4.785  0.474
C  -1.855  5.417  0.485
O  -1.942  6.481  -0.460
C  -1.623  6.046  -1.774
C  -0.218  5.456  -1.831
H  0.273  5.529  0.781
H  -0.419  3.918  1.132
H  -2.081  5.863  1.454
H  -2.604  4.648  0.254
H  -1.718  6.924  -2.415
H  -2.339  5.278  -2.099
H  0.510  6.221  -1.539
H  0.008  5.094  -2.833
C  -1.896  -1.895  -0.669
C  -0.859  -0.882  -0.313
O  0.276  -1.610  0.187
H  -1.415  -2.829  -0.977
H  -2.523  -1.531  -1.482
H  -2.557  -2.127  0.178
Cl  -3.634  0.919  -0.220
C  -5.411  0.770  -0.385
Cl  -5.933  -0.918  -0.374
H  -5.703  1.201  -1.334
H  -5.880  1.268  0.454

Values from the calculation:
Lowest unoccupied orbital energy (spin up / spin down): 2.53 / 2.53 eV
Strongest force on any atom: 2.15 eV Å⁻¹
Total charge: -1
Energy above the lowest of the compared OMol25 structures with the same formula, charge and spin: 129.2 kcal/mol
HOMO (spin up / spin down): -2.133 / -3.395 eV
Calculated total energy: -2609.99848 Eh

natural (NBO) atomic charge list, values in e, 5 entries: 1.60 -0.63 0.00 -0.22 -0.17



Entry 5:
# C15H12BrN3S

The molecule C15H12BrN3S at a distorted geometry (wB97M-V/def2-TZVPD, the Open Molecules 2025 dataset).

Cartesian coordinates (Å):
S  -1.901  -1.536  2.120
C  -0.912  -0.986  0.780
N  0.451  -1.327  0.781
C  1.199  -0.633  -0.041
C  2.738  -0.894  -0.014
C  3.270  -2.158  0.462
C  4.619  -2.317  0.608
C  5.610  -1.347  0.417
C  5.119  -0.008  0.119
C  3.716  0.147  -0.174
N  0.750  0.246  -0.950
C  -0.615  0.393  -1.312
N  -1.401  -0.070  -0.122
C  -2.640  0.504  -0.088
C  -3.907  -0.183  -0.243
C  -5.104  0.437  -0.100
C  -5.143  1.783  0.203
Br  -6.689  2.895  0.139
C  -3.956  2.486  0.480
C  -2.734  1.853  0.400
H  2.633  -3.023  0.535
H  4.802  -3.370  0.820
H  6.647  -1.567  0.465
H  5.838  0.639  0.008
H  3.396  1.155  -0.304
H  1.388  0.983  -1.197
H  -0.888  -0.071  -2.242
H  -0.831  1.454  -1.514
H  -3.892  -1.270  -0.509
H  -5.894  -0.194  -0.502
H  -3.832  3.574  0.608
H  -1.837  2.407  0.368

Values from the calculation:
Lowest unoccupied orbital energy: -0.29 eV
Strongest force on any atom: 8.08 eV Å⁻¹
Total charge: 0
SMILES: S=C1N=C(c2ccccc2)NCN1c1ccc(Br)cc1
Energy above the lowest of the compared OMol25 structures with the same formula, charge and spin: 45.1 kcal/mol
HOMO: -7.733 eV
Calculated total energy: -3715.18863 Eh

natural (NBO) atomic charge list, values in e, 5 entries: -0.22 0.31 -0.53 0.48 -0.08



Entry 6:
# C20H24F3N3O3

The molecule C20H24F3N3O3 at a distorted geometry (wB97M-V/def2-TZVPD, the Open Molecules 2025 dataset).

Cartesian coordinates (Å):
H  1.274  -5.177  -0.760
N  1.623  -4.275  -0.444
C  0.803  -3.736  0.344
C  -0.505  -4.378  0.750
C  1.089  -2.412  0.992
N  1.950  -1.491  0.243
C  1.550  -1.079  -1.060
O  1.478  -1.774  -2.017
C  1.311  0.389  -0.978
C  0.738  1.247  -1.921
C  0.295  0.769  -3.281
C  -1.249  0.628  -3.483
C  -2.147  0.916  -2.291
C  -2.085  -0.121  -1.179
N  -3.260  0.008  -0.290
C  -4.283  -0.899  -0.517
C  -5.277  -1.040  0.601
O  -4.412  -1.488  -1.557
C  0.595  2.587  -1.553
C  0.992  3.051  -0.306
C  1.566  2.200  0.652
C  1.947  2.767  2.000
C  3.414  2.570  2.430
C  3.522  2.303  3.905
F  4.780  2.007  4.265
F  2.731  1.322  4.351
F  3.165  3.416  4.596
C  1.710  0.862  0.268
C  2.245  -0.323  1.006
O  2.852  -0.389  2.030
H  -1.016  -3.779  1.500
H  -1.167  -4.448  -0.107
H  -0.340  -5.371  1.151
H  1.579  -2.633  1.939
H  0.142  -1.925  1.246
H  0.764  -0.180  -3.487
H  0.672  1.489  -4.002
H  -1.448  -0.367  -3.870
H  -1.533  1.323  -4.269
H  -3.173  0.885  -2.658
H  -2.012  1.915  -1.888
H  -1.998  -1.123  -1.592
H  -1.212  0.066  -0.557
H  -2.970  -0.053  0.676
H  -4.973  -0.496  1.489
H  -6.217  -0.623  0.257
H  -5.411  -2.085  0.854
H  0.155  3.284  -2.252
H  0.865  4.086  -0.027
H  1.780  3.837  1.924
H  1.251  2.414  2.754
H  3.936  3.509  2.272
H  3.917  1.815  1.849

Values from the calculation:
Lowest unoccupied orbital energy: -0.44 eV
Strongest force on any atom: 1.35 eV Å⁻¹
Total charge: 0
SMILES: [H]/N=C(\C)CN1C(=O)c2c(CCCCNC(C)=O)ccc(CCC(F)(F)F)c2C1=O
Energy above the lowest of the compared OMol25 structures with the same formula, charge and spin: 0.0 kcal/mol
HOMO: -9.668 eV
Calculated total energy: -1466.14884 Eh

natural (NBO) atomic charge list, values in e, 5 entries: 0.33 -0.58 0.29 -0.69 -0.27



Entry 7:
# C3H5F2IO

A cluster of 2 separate species, C3H5F2IO in total at a distorted geometry (wB97M-V/def2-TZVPD, the Open Molecules 2025 dataset).

Cartesian coordinates (Å):
C  -0.563  1.310  0.159
C  -0.240  0.095  0.953
C  1.230  -0.858  -0.762
O  -1.106  -0.893  1.091
F  1.444  0.013  -1.758
F  2.423  -1.233  -0.274
I  0.050  -2.546  -1.395
H  0.336  1.870  -0.074
H  -1.243  1.966  0.716
H  -1.054  1.038  -0.779
H  0.490  0.136  1.746
H  -1.766  -0.898  0.379

Values from the calculation:
Lowest unoccupied orbital energy: 0.30 eV
Strongest force on any atom: 3.28 eV Å⁻¹
Total charge: 0
Energy above the lowest of the compared OMol25 structures with the same formula, charge and spin: 43.4 kcal/mol
HOMO: -7.966 eV
Calculated total energy: -689.87562 Eh

natural (NBO) atomic charge list, values in e, 5 entries: -0.70 0.28 0.41 -0.63 -0.37



Entry 8:
# C4H5NO

The molecule C4H5NO at a distorted geometry (wB97M-V/def2-TZVPD, the Open Molecules 2025 dataset).

Cartesian coordinates (Å):
C  -1.803  -0.014  0.070
C  -0.360  -0.437  0.171
N  0.098  -1.502  0.620
O  2.440  -1.136  -0.068
C  2.048  0.004  -0.291
C  0.744  0.500  -0.033
H  -2.470  -0.810  0.407
H  -1.959  0.877  0.685
H  -2.017  0.239  -0.971
H  2.709  0.732  -0.803
H  0.569  1.547  0.214

Values from the calculation:
Lowest unoccupied orbital energy (spin up / spin down): -1.74 / -0.25 eV
Strongest force on any atom: 1.29 eV Å⁻¹
Total charge: 0
Energy above the lowest of the compared OMol25 structures with the same formula, charge and spin: 89.1 kcal/mol
HOMO (spin up / spin down): -9.025 / -9.305 eV
Calculated total energy: -285.27265 Eh

natural (NBO) atomic charge list, values in e, 5 entries: -0.65 0.07 -0.10 -0.47 0.30